Record 1
{"formula": "C41H46CuP2", "method": "ωB97M-V/def2-TZVPD", "gap_ev": [4.229, 5.140], "multiplicity": 2, "relative_energy_ev": 6.370, "symbols": ["Cu", "P", "P", "C", "C", "C", "C", "C", "C", "C", "C", "C", "C", "C", "C", "C", "C", "C", "C", "C", "C", "C", "C", "C", "C", "C", "C", "C", "C", "C", "C", "C", "C", "C", "C", "C", "C", "C", "C", "C", "C", "C", "C", "C", "H", "H", "H", "H", "H", "H", "H", "H", "H", "H", "H", "H", "H", "H", "H", "H", "H", "H", "H", "H", "H", "H", "H", "H", "H", "H", "H", "H", "H", "H", "H", "H", "H", "H", "H", "H", "H", "H", "H", "H", "H", "H", "H", "H", "H", "H"], "coordinates": [[-0.524, 1.082, -4.489], [-1.676, -1.085, -2.034], [2.261, -0.113, -1.301], [-1.761, -0.674, 2.020], [-4.099, 0.281, -2.093], [0.744, 0.354, -5.788], [-4.278, -4.613, -0.828], [-3.077, -2.576, -0.410], [-3.086, -3.533, -2.656], [-1.972, -0.131, -5.063], [4.709, -3.243, -0.563], [3.603, -2.424, -0.802], [3.414, 3.848, -3.329], [-2.986, 2.779, -1.523], [-1.840, 2.078, -6.441], [2.290, 3.819, -2.488], [-3.880, -4.576, -2.175], [-0.393, 2.677, -6.308], [-4.879, 1.429, -2.197], [5.085, -0.561, -1.317], [0.409, -0.043, 0.687], [1.174, -0.979, -2.403], [0.692, 1.753, -5.789], [0.460, -0.719, 2.982], [-1.347, -1.124, -6.026], [-0.031, -0.628, -6.668], [2.599, 1.424, -2.197], [1.810, 2.584, -2.046], [-2.167, 1.649, -1.490], [-2.246, 1.232, -5.258], [6.184, -1.420, -1.184], [-2.685, -2.517, -1.758], [-3.865, -3.610, 0.055], [5.999, -2.749, -0.786], [3.602, 1.436, -3.177], [2.703, 1.015, 1.158], [3.788, -1.070, -1.142], [-2.705, 0.368, -1.799], [4.035, 2.651, -3.719], [-0.033, -1.640, -2.204], [-4.322, 2.683, -1.934], [-0.744, 1.422, 2.391], [1.627, 0.278, 0.330], [-0.401, 0.003, 1.952], [3.626, 0.444, 1.440], [4.897, 2.661, -4.399], [0.100, 2.113, 2.341], [7.184, -1.047, -1.424], [-2.551, 2.920, -6.485], [1.590, -0.134, -5.270], [-2.070, -1.445, -6.800], [0.618, -1.513, -6.801], [-1.946, 1.526, -7.382], [-2.587, 3.754, -1.226], [4.073, 0.506, -3.496], [3.110, 1.917, 0.660], [-4.158, -3.638, 1.107], [-1.575, 1.828, 1.795], [-1.743, -1.737, 1.760], [-0.047, -0.685, 3.955], [-4.918, -5.413, -0.466], [0.052, -2.747, -2.278], [6.861, -3.406, -0.648], [-1.130, 1.717, -1.152], [-1.154, -2.039, -5.435], [1.445, -0.253, 3.078], [-0.481, 3.537, -5.613], [0.811, 2.533, -1.604], [-4.919, 3.582, -2.090], [5.238, 0.474, -1.632], [-0.200, -0.214, -7.687], [2.587, -2.833, -0.798], [1.624, 2.249, -5.483], [4.547, -4.277, -0.239], [-4.193, -5.381, -2.841], [-4.563, -0.702, -2.216], [-2.401, -0.619, -4.153], [3.799, 4.810, -3.682], [-2.728, -1.780, 0.237], [-5.932, 1.344, -2.486], [1.705, -1.214, -3.367], [2.226, 1.372, 2.095], [-2.074, -0.619, 3.075], [-2.769, -3.487, -3.701], [0.602, -1.765, 2.685], [-1.076, 1.349, 3.435], [1.798, 4.749, -2.170], [-2.876, 1.744, -4.521], [-0.052, 3.143, -7.243], [-2.534, -0.135, 1.450]], "atomic_forces_ev_per_a": [[0.9, -0.8, 3.1], [1.1, -1.5, -0.9], [-2.5, 0.2, -1.1], [-0.5, -0.4, 0.0], [0.6, -0.3, 0.1], [0.8, -1.2, -0.5], [0.2, 0.3, -0.2], [-0.1, -0.1, -0.6], [0.3, 0.6, 0.5], [-0.8, -0.9, 0.5], [-0.2, 0.1, -0.2], [0.2, 0.2, -0.2], [0.2, -0.1, 0.2], [-0.2, 0.0, -0.2], [0.1, 0.4, -0.6], [0.1, -0.4, -0.5], [0.0, 0.0, 0.3], [-0.3, 0.7, -0.6], [0.2, -0.1, 0.1], [0.0, -0.4, 0.0], [-2.7, -1.3, -1.8], [1.2, 0.8, -0.2], [1.3, 0.9, 0.1], [0.2, 0.1, 0.7], [-0.2, -0.1, 0.0], [0.0, -0.3, -0.4], [0.2, 0.2, -0.9], [0.3, 0.1, 0.4], [-0.2, -0.7, 0.1], [-1.4, 0.5, 0.3], [-0.2, 0.0, 0.0], [-0.7, -0.8, 0.8], [-0.4, -0.4, 0.0], [-0.1, 0.2, 0.1], [0.2, 0.7, 0.3], [0.6, 0.5, 0.6], [0.5, -0.2, -0.2], [0.0, 1.4, 0.6], [-0.2, 0.3, -0.1], [-0.5, 0.3, 0.8], [0.4, -0.1, -0.1], [0.3, 0.5, 0.4], [1.5, 0.9, 1.0], [1.2, 0.5, 0.0], [-0.8, 0.0, -0.2], [-0.5, 0.1, 0.2], [0.0, 0.0, 0.0], [-0.3, -0.1, 0.2], [0.3, -0.2, -0.2], [-0.2, 0.7, -0.5], [0.1, 0.2, 0.1], [-0.2, 0.4, -0.2], [0.1, 0.0, 0.1], [0.0, -0.4, -0.2], [0.0, 0.2, 0.2], [-0.3, -0.3, 0.0], [0.1, 0.0, -0.3], [0.3, 0.0, 0.1], [0.2, 0.2, 0.0], [0.2, -0.2, 0.0], [0.2, 0.1, -0.1], [-1.1, 0.5, -0.6], [-0.3, 0.2, -0.1], [-0.3, -0.1, -0.1], [0.1, 0.4, -0.2], [-0.2, -0.2, 0.1], [0.2, -0.5, -0.2], [0.6, 0.0, 0.5], [0.1, -0.2, 0.3], [0.0, -0.4, 0.3], [0.0, -0.1, 0.6], [0.4, 0.2, 0.3], [-0.5, 0.0, 0.1], [0.2, 0.4, -0.2], [0.1, 0.3, 0.1], [0.2, 0.3, -0.2], [0.0, 0.6, -1.3], [-0.1, -0.4, 0.1], [-0.3, -0.3, -0.1], [0.4, 0.0, 0.2], [-0.1, -0.5, 1.2], [0.4, -0.2, -0.5], [-0.1, -0.1, -0.2], [-0.1, -0.1, 0.3], [0.0, 0.1, 0.1], [0.0, 0.3, -0.1], [0.1, -0.5, -0.4], [-0.2, -0.4, -0.3], [-0.3, -0.1, -0.4], [0.3, -0.3, -0.1]], "lowdin_charge": [0.413, 1.102, 1.008, -0.101, -0.078, -0.215, -0.076, -0.111, -0.064, -0.237, -0.078, -0.073, -0.090, -0.081, -0.178, -0.077, -0.083, -0.209, -0.083, -0.081, -0.062, -0.334, -0.230, -0.064, -0.193, -0.179, -0.295, -0.080, -0.092, -0.231, -0.078, -0.375, -0.069, -0.085, -0.119, -0.110, -0.292, -0.336, -0.086, -0.320, -0.086, -0.059, -0.459, -0.641, 0.075, 0.109, 0.075, 0.106, 0.111, 0.089, 0.109, 0.105, 0.109, 0.109, 0.107, 0.063, 0.111, 0.075, 0.071, 0.082, 0.102, 0.092, 0.104, 0.075, 0.098, 0.068, 0.110, 0.093, 0.104, 0.098, 0.113, 0.109, 0.098, 0.107, 0.103, 0.111, 0.036, 0.102, 0.045, 0.110, 0.076, 0.058, 0.086, 0.104, 0.089, 0.083, 0.110, 0.093, 0.104, 0.079]}

---

Record 2
{"formula": "C41H46GeIrN2O4S5", "method": "ωB97M-V/def2-TZVPD", "gap_ev": [4.381, 3.260], "charge": 2, "multiplicity": 6, "relative_energy_ev": 0.000, "symbols": ["Ir", "Ge", "S", "S", "S", "S", "S", "O", "O", "O", "O", "N", "N", "C", "C", "C", "C", "C", "C", "C", "C", "C", "C", "C", "C", "C", "C", "C", "C", "C", "C", "C", "C", "C", "C", "C", "C", "C", "C", "C", "C", "C", "C", "C", "C", "C", "C", "C", "C", "C", "C", "C", "C", "C", "H", "H", "H", "H", "H", "H", "H", "H", "H", "H", "H", "H", "H", "H", "H", "H", "H", "H", "H", "H", "H", "H", "H", "H", "H", "H", "H", "H", "H", "H", "H", "H", "H", "H", "H", "H", "H", "H", "H", "H", "H", "H", "H", "H", "H", "H"], "coordinates": [[0.167, -1.511, 1.023], [-2.239, 3.345, -2.863], [-2.165, -1.134, 0.700], [-0.263, -3.255, -0.616], [0.258, -3.152, 2.527], [4.085, -0.708, 4.525], [-0.383, -0.149, 3.026], [3.297, -0.190, 5.624], [5.172, 0.120, 4.003], [-0.733, 0.069, -1.802], [0.233, 0.323, 0.248], [2.334, -1.297, 1.007], [2.896, -1.088, 3.323], [6.269, -2.283, 4.987], [-0.993, 0.970, -6.219], [4.995, -1.836, 0.390], [-4.275, 3.474, -4.924], [-0.504, -4.692, 1.767], [-2.596, 7.382, -1.657], [0.901, 2.290, -5.556], [-5.110, 2.763, -2.806], [4.595, -1.781, 1.710], [6.803, -6.013, 5.068], [3.243, -1.430, 2.086], [-2.049, -3.380, -0.815], [-6.567, 2.724, -4.772], [-1.961, 2.634, -1.066], [-5.481, 3.178, -5.554], [-2.141, 0.311, 3.064], [4.108, -3.309, 5.096], [-4.060, 3.178, -3.602], [6.081, -4.681, 5.068], [4.885, -2.186, 5.015], [4.719, -4.545, 5.133], [4.058, -1.504, -0.632], [-1.158, 7.466, -3.581], [-1.751, 1.564, -5.199], [6.870, -3.519, 5.044], [2.752, -1.285, -0.263], [-6.357, 2.575, -3.404], [-0.098, -4.838, 0.332], [-1.195, 6.026, -3.632], [-2.633, 5.998, -1.714], [-2.900, -2.779, 0.252], [-0.475, 2.295, -0.874], [0.185, 2.754, -4.470], [-3.005, -0.649, 2.263], [-1.956, 5.278, -2.745], [-0.338, 0.767, -0.843], [-1.176, 2.471, -4.296], [-1.841, 8.133, -2.578], [-0.872, -2.677, 3.919], [0.369, 1.304, -6.395], [-0.487, -1.334, 4.437], [0.520, -1.254, 4.883], [-1.907, -2.677, 3.544], [-2.813, 1.291, -5.109], [-3.926, -2.645, -0.067], [4.124, -5.468, 5.192], [-4.989, 2.562, -1.745], [-3.433, 3.907, -5.499], [-2.536, 1.689, -1.008], [-0.652, 5.472, -4.406], [5.266, -1.847, 2.580], [0.956, 0.878, -7.213], [-2.421, 0.370, 4.112], [6.193, -6.869, 5.375], [3.021, -3.196, 4.955], [-2.423, 3.327, -0.319], [-0.134, -5.446, 2.474], [-3.925, -0.178, 1.877], [-1.497, 0.316, -6.937], [-3.239, 7.910, -0.950], [-7.181, 2.287, -2.736], [-1.555, -4.586, 1.906], [-1.264, -1.041, 5.128], [1.992, -1.036, -1.027], [6.045, -2.032, 0.247], [7.965, -3.661, 5.066], [-7.601, 2.498, -5.061], [6.875, -1.357, 4.910], [0.645, 3.361, -3.706], [1.957, 2.533, -5.683], [-2.280, -4.396, -1.047], [7.264, -6.251, 4.106], [-3.316, 5.516, -1.027], [4.282, -1.548, -1.683], [0.953, -5.134, 0.257], [-5.619, 3.375, -6.615], [-2.246, 1.329, 2.681], [-0.754, -5.549, -0.168], [-2.888, -3.356, 1.191], [-0.726, -3.569, 4.547], [-0.648, 7.993, -4.369], [0.107, 2.517, -1.780], [0.012, 2.836, -0.035], [-2.258, -2.882, -1.771], [-1.806, 9.239, -2.444], [7.654, -5.866, 5.782], [-3.307, -1.551, 2.831]], "atomic_forces_ev_per_a": [[-0.3, -0.9, -0.3], [-0.6, -1.3, -1.2], [-2.2, 0.1, -0.5], [-0.3, -1.7, -0.1], [0.6, -2.1, 1.5], [1.2, 1.9, 1.4], [-0.6, 0.8, 2.1], [0.1, -0.6, -1.2], [-1.8, -0.7, -0.2], [0.7, 1.0, 1.7], [0.0, 2.8, -2.1], [1.4, 0.3, 0.7], [-0.2, 0.0, -0.7], [1.1, 1.2, 0.0], [0.4, 0.3, -0.1], [-0.6, 0.5, 0.1], [0.3, 0.2, -1.4], [0.8, 0.9, 1.8], [0.6, 3.0, -0.8], [0.9, -1.3, -0.1], [-0.6, -0.2, -0.4], [-0.4, 0.5, 0.8], [0.7, 0.4, 0.8], [1.1, 0.3, -1.6], [0.0, 1.0, -1.7], [0.4, 0.1, 0.8], [-1.0, 0.0, 0.1], [-1.0, 0.2, 0.2], [0.0, 0.4, -0.6], [-1.1, -0.2, -0.4], [0.8, 0.4, 1.6], [1.0, -0.1, 0.1], [-0.3, -0.2, -0.9], [-1.0, -1.3, 0.1], [1.6, -1.2, 0.8], [-0.3, -0.1, 0.2], [-0.3, -0.2, -0.1], [0.3, -0.5, 0.1], [-1.0, 0.5, 1.1], [-0.3, -0.3, 0.9], [0.6, 0.5, -0.1], [-0.5, -1.1, 0.2], [0.0, -2.0, -1.3], [0.2, 0.7, 1.8], [0.5, -0.1, -0.3], [-0.7, 0.4, 0.2], [-1.1, -0.7, -0.6], [0.4, 0.9, 0.5], [0.2, -0.6, -0.2], [0.4, -0.1, 0.0], [-0.5, 0.7, 1.4], [0.1, -2.3, -1.2], [-1.3, 0.6, 0.1], [1.2, 0.3, -0.4], [-0.5, -0.4, 0.1], [0.4, -0.1, 0.1], [0.6, 0.2, -0.1], [-0.1, 0.0, -0.1], [0.1, 0.5, -0.1], [0.0, 0.0, -0.1], [-0.7, -0.4, 0.1], [0.1, 0.5, -0.1], [-0.1, 0.4, 0.1], [0.1, -0.3, -1.0], [-0.2, 0.2, 0.3], [-0.2, -0.1, 0.0], [0.1, 0.3, 0.0], [0.5, -0.3, 0.4], [0.7, -0.5, -0.4], [-0.2, -0.3, -0.7], [0.3, 0.0, 0.6], [0.3, 0.0, 0.4], [0.3, -0.2, -0.1], [0.2, 0.0, -0.5], [-0.8, -0.1, 0.0], [0.1, 0.5, 0.3], [0.4, -0.2, 0.5], [0.0, -0.1, -0.6], [-0.7, 0.4, -0.1], [0.7, 0.3, -0.7], [-0.5, -0.8, 0.0], [0.4, 0.4, -0.2], [-0.3, 0.2, 0.1], [-0.2, -0.8, 0.3], [-0.2, 0.2, 0.0], [0.2, -0.4, 0.1], [0.4, 0.2, -0.1], [-0.2, -0.1, -0.1], [0.1, -0.1, 0.2], [0.2, -0.1, -0.2], [0.3, -0.1, 0.0], [-0.2, 0.1, -0.4], [-0.3, 0.8, 0.6], [0.2, 0.2, 0.0], [-0.1, 0.4, 0.2], [-0.4, -0.7, -0.4], [0.1, 0.2, 0.2], [-0.1, -1.1, -0.5], [-0.7, -0.6, -0.5], [0.2, 0.5, -0.3]], "lowdin_charge": [0.700, 1.030, 0.850, 0.849, 0.743, 0.684, 0.862, -0.290, -0.299, -0.008, -0.346, -0.053, 0.037, -0.055, -0.060, 0.000, -0.142, -0.422, 0.024, -0.086, -0.111, 0.041, -0.037, -0.347, -0.495, -0.058, -0.253, -0.053, -0.458, -0.068, -0.308, -0.261, -0.331, -0.035, 0.010, 0.058, -0.101, -0.018, -0.137, -0.092, -0.438, 0.012, 0.021, -0.413, -0.159, -0.144, -0.443, -0.204, -0.661, -0.262, -0.013, -0.448, -0.059, -0.435, 0.078, 0.065, 0.107, 0.097, 0.126, 0.096, 0.116, 0.069, 0.119, 0.102, 0.111, 0.086, 0.082, 0.116, 0.076, 0.093, 0.088, 0.110, 0.140, 0.111, 0.053, 0.093, 0.115, 0.120, 0.135, 0.116, 0.136, 0.086, 0.108, 0.084, 0.087, 0.126, 0.119, 0.092, 0.110, 0.087, 0.091, 0.069, 0.096, 0.133, 0.081, 0.129, 0.098, 0.144, 0.099, 0.081]}